#i
Below is 4 unconnected molecules or ions with the total composition C2H11O4, with properties calculated with ωB97M-V/def2-TZVPD.

ORCA input file:
```
! RIJCOSX wB97M-V def2-TZVPD def2/J DEFGRID3
* xyz -1 1
C -0.9800 0.3995 0.7445
O 0.1418 -0.2571 0.2258
C -1.6967 1.2466 -0.3376
H -1.6484 -0.3861 1.1279
H -0.6743 1.1108 1.5506
H -2.6686 1.6756 -0.0234
H -0.9901 1.9852 -0.6762
H -1.8373 0.5225 -1.1407
H 0.9935 -2.1773 -2.2415
H 0.3276 -1.1831 -1.1109
O 0.1964 -1.7616 -1.9183
H 2.5777 1.2297 -1.0061
H 1.1271 0.8469 -0.2656
O 1.7731 1.5565 -0.6117
H 1.8890 -1.6269 1.9214
H 0.4680 -1.3266 1.5515
O 1.0011 -1.8545 2.2102
*
```

The HOMO energy is -0.165 Ha. The gap between HOMO and LUMO comes out at 0.31592 hartree.

=====

#ii
Below is 4 unconnected molecules or ions with the total composition C2H11O4, with properties calculated with ωB97M-V/def2-TZVPD.

ORCA input file:
```
! RIJCOSX wB97M-V def2-TZVPD def2/J DEFGRID3
* xyz -1 1
C 0.7133 -0.4636 0.5036
O -0.4616 -0.2028 -0.1588
C 1.2014 0.7154 1.3278
H 0.5810 -1.3808 1.1086
H 1.5356 -0.7337 -0.2120
H 0.3976 0.9503 2.0423
H 2.0581 0.5582 1.9972
H 1.3362 1.6328 0.7788
H 0.4283 -1.8177 -1.5580
H -0.8938 -2.3010 -2.0917
O 0.0191 -2.5785 -1.9895
H -2.0119 0.4727 0.5469
H -3.1379 0.1255 1.5014
O -2.8429 0.8348 0.9251
H 0.9792 1.1755 -1.9584
H -0.1874 1.2154 -1.0433
O 0.2856 1.7976 -1.7197
*
```

The HOMO energy is -0.147 Ha. The gap between HOMO and LUMO comes out at 0.30081 hartree.

=====

Which structure wins on stability? #i wins.

=====

#i
Below is 2 unconnected molecules or ions with the total composition C2H6S, with properties calculated with ωB97M-V/def2-TZVPD.

ORCA input file:
```
! RIJCOSX wB97M-V def2-TZVPD def2/J DEFGRID3
* xyz 0 1
C 0.1383 0.8987 0.7696
C 0.2001 -0.2976 -0.2716
S -0.9926 -1.6394 0.2267
H 0.6179 0.6820 1.7211
H -0.8922 1.2544 0.7679
H 0.6350 1.6167 0.2095
H -0.1403 -0.0452 -1.2792
H 1.2564 -0.5697 -0.2868
H -0.8225 -1.8999 -1.8574
*
```

The HOMO energy is -0.335 Ha. The gap between HOMO and LUMO comes out at 0.28378 hartree.

=====

#ii
Below is C2H6S in the gas phase, with properties calculated with ωB97M-V/def2-TZVPD.

ORCA input file:
```
! RIJCOSX wB97M-V def2-TZVPD def2/J DEFGRID3
* xyz 0 1
C -1.5393 -0.1529 -0.5182
C -0.2301 0.6070 -0.5175
S 0.9558 -0.2059 0.5766
H -1.7124 -0.8440 0.3374
H -1.5560 -0.9411 -1.2792
H -2.4988 0.3350 -0.2775
H 0.1734 0.7455 -1.5173
H -0.4683 1.6055 -0.1315
H 1.9414 -0.1500 -0.3572
*
```

The HOMO energy is -0.331 Ha. As for the SMILES: CCS. The gap between HOMO and LUMO comes out at 0.36769 hartree.

=====

Which structure wins on stability? #ii wins.

=====

#i
Below is 2 unconnected molecules or ions with the total composition C2H8N, with properties calculated with ωB97M-V/def2-TZVPD.

ORCA input file:
```
! RIJCOSX wB97M-V def2-TZVPD def2/J DEFGRID3
* xyz 1 1
C 1.3094 0.1360 0.2632
C -1.2730 -0.4066 0.0673
N 0.0192 0.2317 -0.4678
H 1.3969 -0.7549 0.7413
H 2.2377 0.8606 -0.7219
H 1.2697 0.8163 1.0949
H -1.8787 0.2252 0.6848
H -1.9578 -0.8215 -0.6277
H -1.0966 -1.3034 0.8066
H -0.1417 1.2725 -0.4481
H 0.1150 -0.2561 -1.3926
*
```

The HOMO energy is -0.640 Ha. The gap between HOMO and LUMO comes out at 0.48717 hartree.

=====

#ii
Below is a gas-phase ion, C2H8N (charge +1), with properties calculated with ωB97M-V/def2-TZVPD.

ORCA input file:
```
! RIJCOSX wB97M-V def2-TZVPD def2/J DEFGRID3
* xyz 1 1
C -0.4013 -1.0362 -0.6595
N -0.2954 0.4142 -0.2478
C 0.6565 0.6925 0.9157
H 0.4039 -1.5936 -0.1914
H -0.1795 -1.0980 -1.7262
H -1.4254 -1.3448 -0.5176
H -0.0142 0.9873 -1.0224
H -1.2214 0.7622 -0.0092
H 1.6209 0.3225 0.5898
H 0.6085 1.7569 1.1133
H 0.2474 0.1373 1.7551
*
```

The HOMO energy is -0.691 Ha. As for the SMILES: C[NH2+]C. The gap between HOMO and LUMO comes out at 0.55242 hartree.

=====

Which structure wins on stability? #ii wins.

=====

#i
Below is C2H7N3O in the gas phase, with properties calculated with ωB97M-V/def2-TZVPD.

ORCA input file:
```
! RIJCOSX wB97M-V def2-TZVPD def2/J DEFGRID3
* xyz 0 1
C -0.3475 -0.0250 0.4543
C -0.3840 1.1365 -0.5416
H 0.8974 -2.1073 -1.5543
H 1.8709 -1.1281 -0.9156
H 0.4609 -1.8672 0.8730
H -0.7239 -0.5060 2.2282
H -0.7607 1.0102 -1.5336
H 0.6518 1.2891 -0.5456
H -0.8838 2.2143 0.9503
N 0.8842 -1.1832 -1.1026
N 0.1231 -1.2859 0.0782
N -0.6566 0.2819 1.6165
O -1.1317 2.1707 -0.0072
*
```

The HOMO energy is -0.345 Ha. As for the SMILES: [H]/N=C(/CO)NN. The gap between HOMO and LUMO comes out at 0.37257 hartree.

=====

#ii
Below is C2H7N3O in the gas phase, with properties calculated with ωB97M-V/def2-TZVPD.

ORCA input file:
```
! RIJCOSX wB97M-V def2-TZVPD def2/J DEFGRID3
* xyz 0 1
C -2.2244 0.2343 0.0380
C 0.1882 0.3548 -0.0037
H -3.0624 -0.6715 -0.1394
H -2.2077 0.9624 -0.8875
H -2.3573 0.7483 1.1000
H -0.8951 -1.2258 -0.4616
H 1.2756 -1.5461 -0.1084
H 3.2286 0.1479 -0.6555
H 2.8971 -0.0708 1.1323
N -0.9452 -0.4307 0.1516
N 1.3570 -0.3936 -0.2109
N 2.5790 0.3324 0.1331
O 0.1666 1.5585 -0.0881
*
```

The HOMO energy is -0.351 Ha. As for the SMILES: CNC(=O)NN. The gap between HOMO and LUMO comes out at 0.37782 hartree.

=====

Which structure wins on stability? #i wins.

=====

#i
Below is C2H7N3O in the gas phase, with properties calculated with ωB97M-V/def2-TZVPD.

ORCA input file:
```
! RIJCOSX wB97M-V def2-TZVPD def2/J DEFGRID3
* xyz 0 1
C 2.0529 -0.5529 -0.3179
C -0.8645 1.0305 -0.2937
H 2.8847 0.1690 -0.4735
H 1.6630 -0.6965 -1.3697
H 2.2206 -1.4838 0.2940
H 1.3547 0.3363 1.3896
H -1.5527 2.0373 -0.4188
H -2.5555 -0.0840 -0.0889
H -0.3530 -1.5246 0.5008
N 1.0146 0.0922 0.4858
N 0.3906 1.3191 0.0243
N -1.5926 -0.0665 0.1408
O -1.1850 -1.3791 -0.0900
*
```

The HOMO energy is -0.311 Ha. As for the SMILES: CN/N=C\NO. The gap between HOMO and LUMO comes out at 0.34684 hartree.

=====

#ii
Below is C2H7N3O in the gas phase, with properties calculated with ωB97M-V/def2-TZVPD.

ORCA input file:
```
! RIJCOSX wB97M-V def2-TZVPD def2/J DEFGRID3
* xyz 0 1
C -0.2991 1.8767 0.8632
C 0.2739 -2.2192 -1.5696
N -0.5094 0.4526 0.7449
N 0.0388 -0.3464 -0.1832
N -0.3477 -1.5743 -0.4247
O 0.3939 2.2108 2.0926
H -1.1565 2.4483 0.9997
H 0.9395 -1.5661 -2.1348
H 0.8827 -3.0526 -1.3059
H -0.5209 -2.7147 -2.2035
H 0.4456 2.1027 0.0914
H -1.4519 0.2162 1.1641
H 1.3111 2.1660 1.8657
*
```

The HOMO energy is -0.334 Ha. As for the SMILES: C/N=N/NCO. The gap between HOMO and LUMO comes out at 0.37103 hartree.

=====

#iii
Below is C2H7N3O in the gas phase, with properties calculated with ωB97M-V/def2-TZVPD.

ORCA input file:
```
! RIJCOSX wB97M-V def2-TZVPD def2/J DEFGRID3
* xyz 0 1
C -0.7734 -0.2232 0.0291
C 0.6518 -0.1604 -0.0050
N -1.5389 0.7340 -0.6701
N 1.4300 -0.0563 1.0927
N 1.1012 -0.5591 -1.2019
O -1.2904 -0.4270 1.3225
H -2.2499 -0.3712 1.2110
H -1.2502 0.8355 -1.6356
H -1.5851 1.6413 -0.2098
H 2.4192 0.1018 0.9650
H 0.9027 0.1818 1.9274
H 2.0927 -0.7799 -1.2725
H 0.0904 -0.9174 -1.5527
*
```

The HOMO energy is -0.216 Ha. As for the SMILES: NC(N)=C(N)O. The gap between HOMO and LUMO comes out at 0.24380 hartree.

=====

#iv
Below is a molecular structure, C2H7N3O, with properties calculated with ωB97M-V/def2-TZVPD.

ORCA input file:
```
! RIJCOSX wB97M-V def2-TZVPD def2/J DEFGRID3
* xyz 0 1
C -2.0792 -0.4258 -0.4077
C 0.2332 -0.9122 0.3239
H -2.5156 -1.1586 -1.2759
H -2.8432 -1.0364 0.5591
H -2.5875 0.5990 -0.5363
H -0.6065 1.4696 1.3116
H -0.2276 -1.5973 1.0943
H 3.0547 0.2004 -0.7234
H 1.3400 1.0049 0.0977
N -0.6927 0.1034 -0.0216
N 1.5185 -0.7485 0.2836
N 1.9635 0.3072 -0.5484
O -0.5079 1.3639 0.2476
*
```

The HOMO energy is -0.304 Ha. The gap between HOMO and LUMO comes out at 0.32055 hartree.

=====

Which structure wins on stability? #iii wins.

=====

#i
Below is C2H7N3O in the gas phase, with properties calculated with ωB97M-V/def2-TZVPD.

ORCA input file:
```
! RIJCOSX wB97M-V def2-TZVPD def2/J DEFGRID3
* xyz 0 1
C -1.4068 -0.1662 0.3285
C 0.9038 -0.1306 -0.4146
H -1.4794 -1.0633 -0.2650
H -2.3364 0.4207 0.2272
H -1.4357 -0.4228 1.4256
H -0.1570 2.1028 1.3682
H -0.7154 2.4920 -0.1318
H 1.8125 0.5412 -0.4748
H 2.0671 -2.8829 -0.6885
N -0.2434 0.5607 -0.0706
N -0.0145 1.8771 0.3660
N 0.9092 -1.4197 -0.5707
O 2.0958 -1.9090 -1.0994
*
```

The HOMO energy is -0.299 Ha. As for the SMILES: CN(N)/C=N/O. The gap between HOMO and LUMO comes out at 0.33273 hartree.

=====

#ii
Below is 2 unconnected molecules or ions with the total composition C2H7N3O, with properties calculated with ωB97M-V/def2-TZVPD.

ORCA input file:
```
! RIJCOSX wB97M-V def2-TZVPD def2/J DEFGRID3
* xyz 0 1
C 0.8435 -1.2938 1.3459
N -1.0579 1.4866 0.1550
C 0.2865 -0.8897 0.0219
N -1.2183 1.8941 -1.0802
O 0.1416 1.5000 0.5519
N 0.9151 -1.0922 -1.0593
H -0.8403 -0.7750 0.0419
H -0.3917 2.0910 -1.6631
H -2.1612 1.8873 -1.4295
H 0.5553 -0.6832 -1.9171
H 0.6692 -0.4832 2.0506
H 0.3439 -2.1856 1.7186
H 1.9143 -1.4562 1.2634
*
```

The HOMO energy is -0.333 Ha. As for the SMILES: [H]/N=C/C.NN=O. The gap between HOMO and LUMO comes out at 0.34824 hartree.

=====

Which structure wins on stability? #i wins.

=====

#i
Below is a molecular structure, ClH2NO2S, with properties calculated with ωB97M-V/def2-TZVPD.

ORCA input file:
```
! RIJCOSX wB97M-V def2-TZVPD def2/J DEFGRID3
* xyz 0 1
N -1.2834 0.3287 -0.2309
O 0.5695 -1.2932 0.8262
O -0.3065 0.4419 -1.0811
S 1.3797 -0.7181 -0.2343
Cl 2.5353 0.8367 0.4651
H -1.0217 0.7975 0.5909
H -1.8730 -0.3934 -0.3359
*
```

The HOMO energy (spin up / spin down) is -0.318 / -0.341 Ha. The gap between HOMO and LUMO (spin up / spin down) comes out at 0.30301 / 0.31534 hartree.

=====

#ii
Below is 2 unconnected molecules or ions with the total composition ClH2NO2S, with properties calculated with ωB97M-V/def2-TZVPD.

ORCA input file:
```
! RIJCOSX wB97M-V def2-TZVPD def2/J DEFGRID3
* xyz 0 1
N -2.2322 1.6205 0.2520
O 0.1665 1.2411 1.2188
O -0.2917 0.8698 -1.2228
S -0.7662 1.2102 0.1110
Cl 2.6865 1.9483 -0.3743
H -2.6230 1.9825 1.0569
H 3.9826 1.4332 -0.4273
*
```

The HOMO energy is -0.417 Ha. As for the SMILES: N=S(=O)=O.Cl. The gap between HOMO and LUMO comes out at 0.40074 hartree.

=====

Which structure wins on stability? #ii wins.